Model A:
Formula: C10H10O2
Source: the OMol25 dataset
Level of theory: wB97M-V/def2-TZVPD

LUMO energy in Ha: 0.0335
Gap between HOMO and LUMO in eV: 9.1
HOMO level in eV: -8.17
SMILES: C=CCc1ccc2c(c1)OCO2

Each line ends with the Mulliken charge.
Atoms and positions in Å:
C: -4.320 0.558 0.098  -0.95
C: -3.442 -0.261 0.500  -0.10
C: -2.523 -1.010 -0.355  -0.17
C: -1.017 -0.330 -0.074  0.41
C: -0.787 1.083 -0.082  -0.14
C: 0.505 1.596 -0.158  -0.87
C: 1.465 0.678 -0.263  0.52
C: 1.317 -0.732 0.015  0.38
C: 0.042 -1.212 0.013  -1.00
O: 2.608 -1.221 -0.170  -0.49
C: 3.446 -0.123 0.409  -0.13
O: 2.788 1.048 -0.094  -0.40
H: -4.850 0.306 -0.983  0.18
H: -4.913 1.031 0.689  0.44
H: -3.228 0.033 1.649  0.21
H: -2.821 -0.740 -1.479  0.26
H: -2.510 -2.143 -0.117  0.27
H: -1.669 1.799 -0.110  0.27
H: 0.752 2.583 0.056  0.49
H: 0.126 -2.285 0.126  0.30
H: 3.384 -0.368 1.525  0.24
H: 4.446 -0.318 0.126  0.28


Model B:
Formula: C10H10O2
Source: the OMol25 dataset
Level of theory: wB97M-V/def2-TZVPD

LUMO energy in Ha: 0.0110
Gap between HOMO and LUMO in eV: 9.7
HOMO level in eV: -9.42

Each line ends with the Mulliken charge.
Atoms and positions in Å:
C: 1.433 -2.518 2.431  0.05
C: 0.949 -2.038 1.450  -0.91
C: 0.874 2.821 0.198  -0.52
C: 1.606 1.963 -0.693  -0.31
C: -0.206 2.273 0.777  -0.43
C: 1.338 0.583 -0.625  -0.17
C: -0.473 0.896 0.842  0.12
C: 0.363 0.056 0.195  -0.27
C: -2.002 -1.307 -0.670  -0.69
C: 0.080 -1.380 0.398  0.86
O: 0.831 -2.232 -1.221  -0.65
O: -1.212 -1.717 0.431  -0.32
H: 2.241 -2.994 2.972  0.37
H: 1.223 3.870 0.081  0.33
H: 2.437 2.231 -1.464  0.28
H: -1.065 2.866 1.253  0.25
H: 2.034 -0.098 -1.056  0.42
H: -1.182 0.490 1.560  0.42
H: -2.141 -2.123 -1.369  0.30
H: -1.503 -0.535 -1.231  0.37
H: -2.982 -1.028 -0.129  0.24
H: 0.368 -3.023 -1.218  0.25


Pick model A: it beats the second-best structure by 19.2 kcal/mol.


Model A:
Formula: CH4N3P
Source: the OMol25 dataset
Level of theory: wB97M-V/def2-TZVPD

LUMO energy in Ha: 0.0160
Gap between HOMO and LUMO in eV: 9.0
HOMO level in eV: -8.58
SMILES: [H]/N=N/N1CP1

Each line ends with the Mulliken charge.
Atoms and positions in Å:
H: -3.097 0.509 -0.046  0.28
N: -2.138 0.931 0.161  -0.56
N: -1.292 0.098 -0.207  -0.11
N: -0.009 0.189 -0.172  0.26
C: 1.001 -0.806 -0.239  -0.46
P: 1.594 0.955 -0.005  0.01
H: 0.841 -1.608 0.400  0.33
H: 1.382 -1.078 -1.283  0.21
H: 1.718 0.809 1.393  0.04


Model B:
Formula: CH4N3P
Source: the OMol25 dataset
Level of theory: wB97M-V/def2-TZVPD

LUMO energy in Ha: 0.0027
Gap between HOMO and LUMO in eV: 9.4
HOMO level in eV: -9.36

Each line ends with the Mulliken charge.
Atoms and positions in Å:
C: -1.008 -0.066 -0.431  -0.23
N: 1.799 0.618 -0.420  -0.54
N: 2.190 0.772 0.605  0.98
N: 2.954 0.977 1.461  -0.76
P: -1.529 -1.112 -1.761  -0.02
H: 0.053 0.196 -0.412  0.03
H: -1.917 0.285 0.053  0.27
H: 2.480 0.841 2.340  0.27
H: -0.189 -1.230 -2.379  0.01


Model C:
Formula: CH4N3P
Source: the OMol25 dataset
Level of theory: wB97M-V/def2-TZVPD

LUMO energy (alpha / beta) in Ha: -0.0178 / -0.0123
Gap between HOMO and LUMO (alpha / beta) in eV: 7.5 / 7.4
HOMO level (alpha / beta) in eV: -7.95 / -7.76

Each line ends with the Mulliken charge.
Atoms and positions in Å:
C: 0.858 -0.753 -0.294  -0.49
N: -0.045 0.300 -0.357  0.03
N: -1.280 0.256 -0.309  0.08
N: -2.194 0.800 0.316  -0.61
P: 2.208 0.611 0.016  0.03
H: 0.613 -1.322 0.658  0.34
H: 1.001 -1.221 -1.272  0.33
H: -3.066 0.822 -0.156  0.27
H: 1.905 0.507 1.397  0.02


Pick model A: it beats the second-best structure by 8.8 kcal/mol.


Model A:
Formula: C8H9NO
Source: the OMol25 dataset
Level of theory: wB97M-V/def2-TZVPD

LUMO energy in Ha: 0.0242
Gap between HOMO and LUMO in eV: 9.8
HOMO level in eV: -9.18
SMILES: N#C[C@]1(O)[C@@H]2C=CCC[C@@H]21

Each line ends with the Mulliken charge.
Atoms and positions in Å:
N: -1.141 2.661 -0.804  -0.49
C: -0.915 1.601 -1.179  0.19
C: -0.599 0.278 -1.578  0.59
O: -0.934 -0.169 -2.842  -0.55
C: -0.811 -0.834 -0.433  -0.15
C: -1.115 -0.872 1.043  -0.68
C: -0.313 -0.480 2.052  -0.42
C: 0.798 0.454 1.630  -0.77
C: 1.455 0.112 0.264  -0.77
C: 0.564 -0.431 -0.849  -0.29
H: -0.466 0.343 -3.513  0.37
H: -1.235 -1.703 -0.928  0.43
H: -2.001 -1.451 1.271  0.37
H: -0.515 -0.690 3.083  0.43
H: 1.587 0.503 2.382  0.36
H: 0.360 1.454 1.552  0.33
H: 1.991 0.999 -0.083  0.23
H: 2.190 -0.675 0.448  0.41
H: 1.099 -1.100 -1.517  0.39


Model B:
Formula: C8H9NO
Source: the OMol25 dataset
Level of theory: wB97M-V/def2-TZVPD

LUMO energy (alpha / beta) in Ha: -0.0696 / -0.0475
Gap between HOMO and LUMO (alpha / beta) in eV: 6.2 / 7.5
HOMO level (alpha / beta) in eV: -8.12 / -8.81

Each line ends with the Mulliken charge.
Atoms and positions in Å:
C: -2.583 -1.192 -0.245  -0.09
C: -1.262 -1.488 -0.207  -0.48
C: -0.170 -0.697 -0.034  1.02
C: 1.198 -1.266 -0.058  0.62
C: -0.356 0.755 -0.028  0.72
C: 1.251 -2.749 0.184  -1.09
C: 0.201 1.543 -1.138  -1.32
C: -1.259 1.374 0.960  -1.34
N: -3.736 -1.068 -0.328  -0.52
O: 2.181 -0.576 -0.221  -0.58
H: 0.246 -3.162 0.212  0.31
H: 1.753 -2.944 1.130  0.31
H: 1.830 -3.224 -0.605  0.29
H: -0.210 1.202 -2.090  0.32
H: 1.279 1.372 -1.192  0.35
H: -0.012 2.603 -1.021  0.40
H: -1.055 0.985 1.959  0.34
H: -2.303 1.138 0.738  0.32
H: -1.146 2.455 0.953  0.44


Model C:
Formula: C8H9NO
Source: the OMol25 dataset
Level of theory: wB97M-V/def2-TZVPD

LUMO energy in Ha: 0.0220
Gap between HOMO and LUMO in eV: 9.1
HOMO level in eV: -8.48

Each line ends with the Mulliken charge.
Atoms and positions in Å:
C: -3.048 1.256 1.294  -1.18
C: -1.858 0.400 1.044  0.90
C: 0.229 0.157 -0.331  0.54
C: 0.899 0.778 -1.405  -0.71
C: 2.040 0.197 -1.875  -0.36
C: 2.660 -0.907 -1.227  -0.53
C: 1.977 -1.525 -0.126  -0.13
C: 0.783 -1.024 0.341  -0.99
H: -3.757 0.746 1.790  0.38
H: -2.728 2.480 1.788  0.24
H: -3.367 1.694 0.135  0.24
H: -1.341 1.570 -0.460  0.17
H: 0.364 1.509 -1.802  0.49
H: 2.635 0.760 -2.691  0.25
H: 3.454 -1.449 -1.739  0.35
H: 2.393 -2.678 0.430  0.14
H: 0.311 -1.397 1.004  0.96
N: -0.956 0.781 0.131  -0.11
O: -1.669 -0.586 1.792  -0.65


Pick model A: it beats the second-best structure by 23.4 kcal/mol.


Model A:
Formula: C2H5N2
Source: the OMol25 dataset
Level of theory: wB97M-V/def2-TZVPD

LUMO energy (alpha / beta) in Ha: -0.2331 / -0.2330
Gap between HOMO and LUMO (alpha / beta) in eV: 8.2 / 8.2
Net charge: +1
HOMO level (alpha / beta) in eV: -14.53 / -14.53

Each line ends with the Mulliken charge.
Atoms and positions in Å:
C: -1.132 -0.668 0.120  -0.40
C: -0.247 0.374 0.037  -0.66
N: 2.535 -0.155 0.336  0.24
N: 1.749 -0.322 -0.419  0.10
H: -1.211 -1.225 -0.747  0.30
H: -0.056 0.985 0.905  0.44
H: -1.508 -0.993 1.081  0.27
H: -0.288 0.866 -0.960  0.29
H: 3.209 0.173 1.060  0.41


Model B:
Formula: C2H5N2
Source: the OMol25 dataset
Level of theory: wB97M-V/def2-TZVPD

LUMO energy (alpha / beta) in Ha: -0.2225 / -0.2884
Gap between HOMO and LUMO (alpha / beta) in eV: 9.2 / 6.1
Net charge: +1
HOMO level (alpha / beta) in eV: -15.22 / -13.90

Each line ends with the Mulliken charge.
Atoms and positions in Å:
C: 2.426 0.619 0.371  0.01
C: -1.983 0.116 0.008  -0.52
N: 1.522 -0.059 -0.005  0.44
N: 0.611 -0.917 -0.094  -0.75
H: 3.325 1.147 0.632  0.49
H: -2.523 -0.631 -0.634  0.34
H: -1.691 -0.006 1.108  0.32
H: -1.989 1.087 -0.415  0.32
H: 0.303 -1.355 -0.971  0.33


Model C:
Formula: C2H5N2
Source: the OMol25 dataset
Level of theory: wB97M-V/def2-TZVPD

LUMO energy in Ha: -0.2412
Gap between HOMO and LUMO in eV: 9.9
Net charge: +1
HOMO level in eV: -16.47
SMILES: CC=[N+]=N

Each line ends with the Mulliken charge.
Atoms and positions in Å:
C: 1.084 -0.782 0.017  -0.84
C: 0.352 0.459 -0.025  0.12
N: -0.864 0.551 -0.090  0.58
N: -2.082 0.759 -0.207  -0.58
H: 1.972 -0.716 -0.656  0.31
H: 0.396 -1.476 -0.365  0.33
H: 1.190 -1.181 1.086  0.32
H: 0.762 1.407 -0.270  0.41
H: -2.808 0.979 0.510  0.35


Pick model C: it beats the second-best structure by 18.1 kcal/mol.